Computed, not measured: C8H16O4Sm as an isolated structure, with ωB97M-V/def2-TZVPD.

XYZ file:
```
29
Properties=species:S:1:pos:R:3:lowdin_charge:R:1
C 4.66057 0.23133 1.16650 0.026
H 5.00293 0.61595 0.19869 0.099
H 4.91330 0.82334 2.04795 0.106
O 3.16365 -3.56098 -1.46872 -0.361
C 4.46617 -3.86848 -1.10493 -0.256
C 4.81598 -3.30936 0.26970 -0.129
O 4.36975 -1.93339 0.26553 -0.292
C 4.73425 -1.13921 1.32280 -0.147
Sm 2.36646 -1.88731 -0.91902 1.980
H 5.18697 -3.45079 -1.83721 0.144
H 4.64532 -4.95991 -1.05841 0.154
H 5.89640 -3.33448 0.46402 0.160
H 4.28234 -3.83249 1.07753 0.148
H 4.76997 -1.65423 2.28505 0.147
C 2.47633 1.04541 0.49025 0.026
O 1.63344 0.06053 -0.01939 -0.381
C 0.31333 0.02202 0.54683 -0.127
C -0.54514 -0.86199 -0.32030 -0.136
O 0.19553 -2.05658 -0.55583 -0.392
C -0.56335 -3.12540 -1.11566 -0.012
H 2.32030 1.13474 1.56732 0.116
H -0.10451 1.03586 0.58534 0.165
H 0.40316 -0.39081 1.56166 0.158
H -0.79428 -0.38363 -1.27884 0.160
H -1.47865 -1.09423 0.21096 0.167
H 0.14172 -3.91649 -1.38933 0.105
H -1.26224 -3.50624 -0.35993 0.128
H -1.10350 -2.77492 -2.00569 0.126
H 2.79234 1.69434 -0.33006 0.121
```

Values from the calculation:
**Multiplicity**: 7
**LUMO level (spin up / spin down)**: -0.2881 / -0.2807 hartree
**Frontier orbital gap (spin up / spin down)**: 7.196 / 9.137 eV
**Energy relative to the best compared isomer or geometry (same formula, charge and spin)**: 0.865 eV
**Total charge**: +2
**Expectation value of S²**: 12.050

---

Computed, not measured: a 2-piece molecular cluster, C5H12N2O2 overall, with ωB97M-V/def2-TZVPD.

XYZ file:
```
21
Properties=species:S:1:pos:R:3:lowdin_charge:R:1
C 0.78098 -1.89205 0.39657 -0.101
C -1.52875 0.51455 -1.44028 -0.061
N 0.36533 -0.70712 -0.33741 -0.084
C -1.02364 -0.10511 -0.15436 -0.379
C -1.91910 -0.59582 0.72954 0.020
H 0.65269 -0.73559 -1.31407 0.126
H 0.23349 -2.76589 0.03638 0.081
H 1.85446 -2.04723 0.26786 0.083
H 0.61339 -1.76147 1.46617 0.079
H -2.36602 1.18835 -1.24032 0.082
H -1.85640 -0.25652 -2.14177 0.086
H -0.73644 1.09382 -1.92293 0.072
H -2.97890 -0.42498 0.58628 0.057
H -1.63165 -1.11684 1.63312 0.047
C 1.52436 1.12666 0.09197 -0.654
N 0.33775 1.61755 0.73361 0.116
O 2.42924 0.77423 1.06179 0.062
O 1.90632 1.58739 -0.98135 0.023
H 3.28057 0.80153 0.59214 0.122
H 0.24658 1.38753 1.71460 0.110
H -0.18427 2.31703 0.22245 0.111
```

Values from the calculation:
**LUMO level**: 0.0289 hartree
**Frontier orbital gap**: 9.085 eV
**Energy relative to the best compared isomer or geometry (same formula, charge and spin)**: 2.697 eV
**SMILES**: C=C(C)NC.NC(=O)O

---

Computed, not measured: a 8-piece molecular cluster, C24H61N2O11 overall, with ωB97M-V/def2-TZVPD.

XYZ file:
```
98
Properties=species:S:1:pos:R:3:lowdin_charge:R:1
N -1.36369 -2.98308 2.60923 0.054
C -2.43208 -3.09529 1.59879 -0.297
C -1.88169 -3.60144 0.25363 -0.130
O -2.04623 -2.70576 -0.87777 -0.112
N -3.34763 -2.24833 -1.07010 -0.012
O -3.30703 -1.08548 -1.26512 0.015
C -3.63527 -4.02914 1.98378 -0.731
O -4.63578 -3.80858 1.27337 -0.069
O -3.45389 -4.86778 2.88656 -0.056
H -0.46993 -3.25546 2.21269 0.049
H -1.25839 -1.99670 2.82716 0.035
H -2.87494 -2.10057 1.47546 0.126
H -2.29810 -4.58516 0.01149 0.125
H -0.79278 -3.70526 0.29892 0.112
C -1.73747 -8.56713 4.72778 -0.071
C -1.59538 -7.34665 5.62925 -0.516
C -2.95499 -6.86961 6.11834 -0.064
O -0.92037 -6.30063 4.94813 -0.060
H -2.33587 -8.30615 3.85124 0.083
H -0.75762 -8.90096 4.38299 0.071
H -2.22655 -9.39428 5.24737 0.070
H -0.95980 -7.59907 6.48382 0.128
H -3.56512 -6.57069 5.26147 0.079
H -2.84486 -5.99720 6.76284 0.077
H -3.48066 -7.65082 6.67327 0.070
H -1.47732 -6.05440 4.19160 0.075
C 1.77767 -0.01848 4.93756 -0.055
C 1.12399 -0.05987 3.56819 -0.499
C 1.49749 1.10513 2.67062 -0.063
O -0.29559 -0.07302 3.66174 -0.059
H 1.48111 0.89201 5.46802 0.078
H 1.45978 -0.87481 5.53162 0.082
H 2.86572 -0.02991 4.85626 0.078
H 1.39698 -0.99276 3.07020 0.137
H 1.16329 2.04417 3.12419 0.078
H 0.98117 1.00165 1.71596 0.082
H 2.57040 1.17880 2.48104 0.070
H -0.57077 0.73910 4.10127 0.089
C -2.48046 3.67493 -2.00968 -0.056
C -1.59832 2.65290 -2.71213 -0.483
C -2.29716 2.05273 -3.92176 -0.031
O -1.20493 1.62368 -1.80710 -0.046
H -3.39506 3.19424 -1.65263 0.097
H -1.96374 4.09642 -1.14616 0.053
H -2.76075 4.48787 -2.68141 0.094
H -0.66722 3.13401 -3.02729 0.111
H -3.20808 1.53220 -3.61847 0.063
H -1.64966 1.32700 -4.41451 0.087
H -2.57664 2.81919 -4.64702 0.085
H -2.00821 1.17005 -1.51550 0.103
C -6.75907 -1.79816 -3.53426 -0.056
C -5.94154 -0.91774 -4.46711 -0.501
C -4.83225 -1.70938 -5.14418 -0.060
O -5.39753 0.19231 -3.75637 -0.069
H -6.12381 -2.20480 -2.74281 0.082
H -7.55034 -1.21770 -3.05980 0.078
H -7.21198 -2.63219 -4.07289 0.078
H -6.59353 -0.47887 -5.22642 0.132
H -4.14997 -2.11354 -4.39155 0.078
H -4.25601 -1.06603 -5.81042 0.075
H -5.23530 -2.54185 -5.72312 0.077
H -4.81612 -0.16495 -3.07275 0.054
C 6.00870 -1.38993 0.58876 -0.063
C 5.56358 -0.10115 1.25978 -0.504
C 5.96326 1.12344 0.45139 -0.061
O 6.08984 -0.01623 2.58439 -0.058
H 7.09940 -1.40947 0.49955 0.078
H 5.70525 -2.25200 1.18218 0.080
H 5.58008 -1.48577 -0.40939 0.081
H 4.47877 -0.11122 1.38098 0.127
H 7.05303 1.17205 0.35881 0.078
H 5.62757 2.03443 0.94654 0.079
H 5.53308 1.09540 -0.55051 0.077
H 7.05115 -0.00288 2.51611 0.082
C 0.37961 4.18757 0.30888 -0.041
C 1.03587 4.09781 -1.05626 -0.470
C 0.35156 5.00716 -2.06705 -0.068
O 1.03759 2.75033 -1.51992 -0.061
H -0.66401 3.86523 0.24842 0.068
H 0.88676 3.52786 1.01244 0.064
H 0.40116 5.20298 0.70893 0.082
H 2.08973 4.37586 -0.97411 0.124
H -0.69432 4.71040 -2.18987 0.021
H 0.83693 4.92824 -3.04103 0.083
H 0.37776 6.05038 -1.74667 0.086
H 0.12177 2.44489 -1.59665 0.004
C 5.03459 4.02483 -3.44714 -0.055
C 4.58187 5.34489 -2.84513 -0.504
C 4.97334 6.52847 -3.71551 -0.064
O 5.10632 5.49763 -1.52687 -0.055
H 6.12539 4.00717 -3.53607 0.079
H 4.73456 3.19527 -2.80745 0.076
H 4.60624 3.87138 -4.43834 0.080
H 3.49711 5.32720 -2.72156 0.121
H 6.06207 6.58084 -3.81136 0.078
H 4.63172 7.46086 -3.26595 0.078
H 4.54469 6.44521 -4.71511 0.078
H 6.06786 5.51213 -1.59274 0.083
```

Values from the calculation:
**LUMO level**: 0.0734 hartree
**Frontier orbital gap**: 6.494 eV
**Total charge**: -1

---

Computed, not measured: one molecule with the formula C4H5FO, with ωB97M-V/def2-TZVPD.

XYZ file:
```
11
Properties=species:S:1:pos:R:3:lowdin_charge:R:1
C 1.48515 0.81097 -0.00924 -0.163
C 0.65294 0.03466 0.71824 -0.090
C -0.79497 0.08403 0.38900 -0.184
C -1.09637 -0.99627 -0.53747 -0.246
H 2.61061 0.71610 -0.06436 0.134
H 1.05755 -0.75245 1.36570 0.118
H -1.46746 0.09723 1.22681 0.124
H -0.96930 0.94439 -0.22511 0.121
H -0.30845 -0.98208 -1.32229 0.134
O -2.19042 -1.59418 -0.60568 0.030
F 1.02073 1.63760 -0.93560 0.022
```

Values from the calculation:
**LUMO level**: 0.0271 hartree
**Frontier orbital gap**: 10.586 eV
**Energy relative to the best compared isomer or geometry (same formula, charge and spin)**: 0.710 eV
**SMILES**: O=CC/C=C\F

---

Computed, not measured: one molecule with the formula C18H21N3O3, with ωB97M-V/def2-TZVPD.

XYZ file:
```
45
Properties=species:S:1:pos:R:3:lowdin_charge:R:1
C -5.56716 -0.24119 -0.99656 -0.056
C -4.17651 -0.31601 -0.44271 -0.290
C -3.30849 -1.32306 -0.85579 -0.041
C -2.02923 -1.40920 -0.35123 0.004
C -1.58032 -0.48054 0.58662 -0.270
C -2.43173 0.53395 1.00070 -0.011
C -3.71697 0.60315 0.48647 -0.037
H -4.36846 1.39797 0.82008 0.112
H -2.10781 1.27876 1.71111 0.113
O -0.28885 -0.65218 1.01970 -0.065
C 0.19437 0.16815 2.05453 -0.098
H -0.49925 0.20587 2.90347 0.140
C 0.56073 1.59915 1.64703 -0.494
O 0.93607 2.40512 2.47478 0.057
N 0.44916 1.86143 0.33588 0.083
C 0.89134 3.10248 -0.25549 -0.161
H 1.35114 3.68334 0.54875 0.121
H 0.02260 3.65413 -0.63396 0.123
C 1.87444 2.86616 -1.39953 -0.163
H 2.11710 3.82663 -1.85538 0.114
H 1.40926 2.23539 -2.15855 0.102
C 3.18011 2.19769 -0.95357 -0.156
N 2.98191 0.85503 -0.45352 0.070
C 2.43351 -0.13928 -1.17406 -0.456
O 2.05565 -0.03220 -2.32853 0.063
C 2.29984 -1.41745 -0.40347 -0.200
N 2.80407 -1.44605 0.82715 0.107
C 2.67872 -2.55915 1.52527 -0.135
C 2.04294 -3.69513 1.04527 -0.050
C 1.51917 -3.66382 -0.23741 -0.054
C 1.65301 -2.50413 -0.98072 -0.005
H 1.27122 -2.41101 -1.98542 0.119
H 1.01497 -4.52720 -0.64742 0.109
H 1.96027 -4.57680 1.66154 0.103
H 3.10689 -2.53579 2.51980 0.111
H 3.22731 0.62727 0.49922 0.125
H 3.65327 2.78292 -0.16383 0.126
H 3.85298 2.15552 -1.81802 0.123
H 0.17486 1.12306 -0.29518 0.137
H 1.11812 -0.31137 2.39413 0.122
H -1.35149 -2.18698 -0.66654 0.108
H -3.64376 -2.04871 -1.58247 0.115
H -5.54158 -0.18481 -2.08387 0.080
H -6.09152 0.63089 -0.61483 0.072
H -6.13193 -1.13201 -0.72342 0.081
```

Values from the calculation:
**LUMO level**: 0.0137 hartree
**Frontier orbital gap**: 8.847 eV
**Energy relative to the best compared isomer or geometry (same formula, charge and spin)**: 0.589 eV
**SMILES**: Cc1ccc(OCC(=O)NCCCNC(=O)c2ccccn2)cc1

---

Computed, not measured: C23H24AlClN3OP as an isolated structure, with ωB97M-V/def2-TZVPD.

XYZ file:
```
54
Properties=species:S:1:pos:R:3:lowdin_charge:R:1
Al 0.79814 1.09420 0.74112 -0.022
Cl -1.08686 1.90302 0.93637 0.546
P -0.47684 -0.92523 -0.62519 1.040
C -0.44073 -2.57039 0.15663 -0.342
C 0.19856 -3.63486 -0.49650 -0.063
C 0.15814 -4.89020 0.10026 -0.033
C -0.41264 -5.05704 1.36754 -0.019
C -0.94767 -3.95527 2.05650 -0.046
C -0.92935 -2.69030 1.47576 -0.109
C -2.24617 -0.48065 -0.76442 -0.391
C -2.55743 0.71587 -1.43415 -0.154
C -3.89240 1.09508 -1.54516 -0.054
C -4.89783 0.30023 -0.97673 -0.039
C -4.56638 -0.85608 -0.26270 -0.052
C -3.23692 -1.23790 -0.12402 -0.078
C 0.07608 -1.11327 -2.34418 -0.375
C 1.09761 -0.28287 -2.85376 -0.090
C 1.54943 -0.53290 -4.14891 -0.055
C 0.95778 -1.54622 -4.91925 -0.034
C -0.08456 -2.32614 -4.39775 -0.041
C -0.55159 -2.10536 -3.10562 -0.094
H -1.77106 1.37834 -1.81131 0.105
H -4.14164 2.00489 -2.08813 0.119
H -5.94580 0.57487 -1.09313 0.119
H -5.32385 -1.49084 0.18541 0.116
H -2.98579 -2.14143 0.43247 0.094
H 0.63856 -3.51255 -1.48743 0.109
H 0.58531 -5.72539 -0.44490 0.123
H -0.41696 -6.04787 1.82798 0.127
H -1.40427 -4.08834 3.03643 0.122
H -1.36721 -1.83376 1.99654 0.117
H 1.56114 0.47945 -2.21636 0.075
H 2.35850 0.07318 -4.54985 0.117
H 1.30948 -1.71807 -5.93960 0.123
H -0.53856 -3.11721 -4.98653 0.120
H -1.32844 -2.73875 -2.66469 0.126
H 1.59787 -0.37545 1.06637 0.119
H 2.01313 0.21538 0.08047 0.175
C 1.95965 5.85736 1.52960 0.029
N 2.11629 4.51035 2.01970 -0.015
C 2.77672 4.31009 3.20168 0.077
C 2.94185 3.04804 3.69155 0.046
C 2.37444 2.00922 2.96437 -0.288
N 1.77203 2.26303 1.79538 0.058
C 1.71839 3.50024 1.30015 -0.509
O 1.22661 3.62498 0.11571 0.016
N 2.41799 0.72348 3.45502 0.194
H 2.43010 6.55584 2.23420 0.109
H 0.89870 6.15092 1.40312 0.129
H 2.42343 6.02106 0.53989 0.125
H 3.14986 5.20135 3.67476 0.155
H 3.43579 2.81482 4.61801 0.136
H 3.01076 0.66222 4.29125 0.145
H 1.99864 -0.09318 2.98602 0.095
```

Values from the calculation:
**LUMO level (spin up / spin down)**: -0.3522 / -0.3741 hartree
**Frontier orbital gap (spin up / spin down)**: 4.397 / 3.826 eV
**Energy relative to the best compared isomer or geometry (same formula, charge and spin)**: 4.788 eV
**Total charge**: +2

---

Result set for electronic energy: -34630.23474; -12453.28541; -51378.05777; -8992.31931; -29620.84947; -59150.73055 eV, one per record in the order listed.
Result set for largest force on an atom: 2.86; 4.48; 1.09; 4.18; 0.62; 6.48 eV/Å, one per record in the order listed.